This record from the OMol25 dataset describes 8 unconnected molecules or ions with the total composition C45H59IN11 at a distorted geometry. The level of theory is ωB97M-V/def2-TZVPD.

Atoms and positions in Å:
1 I -6.78157 0.96300 -3.09214
2 N -0.91699 2.64351 6.89058
3 N 0.07140 0.98360 -2.81245
4 N -3.04470 -2.31595 -0.54888
5 N -1.86552 0.37906 -1.53347
6 N -0.01384 0.46734 2.18019
7 N -2.53896 4.83642 -0.26674
8 N 7.18833 -0.45617 -5.00991
9 N 7.52977 -3.91429 -1.34653
10 N 3.33165 -0.08467 -0.54244
11 N -6.55154 -0.85218 1.79560
12 N -0.12059 1.68648 -0.59800
13 C -2.80678 -4.57602 0.20684
14 C 1.90619 -0.57645 3.14732
15 C 0.55715 3.87202 8.32528
16 C 6.89005 -1.59784 -5.62628
17 C -2.66811 5.54771 -1.59774
18 C 6.72602 -4.27733 -2.34276
19 C -1.18154 2.54299 9.26989
20 C -5.15130 0.81039 -0.52203
21 C -5.66131 -1.84473 1.80021
22 C 4.33648 1.18931 -2.30439
23 C 7.55708 -6.19764 -0.62564
24 C 1.13949 -0.19258 2.05613
25 C 8.79140 -1.45907 -7.05383
26 C 6.71733 -6.55974 -1.66737
27 C -0.91100 1.43402 -1.80305
28 C -6.69772 -2.92291 3.65473
29 C -2.88429 2.63961 0.82191
30 C 0.26417 0.42788 4.56040
31 C -1.54465 2.19584 7.97726
32 C -0.10655 3.39955 9.44678
33 C 4.32175 -0.96704 -0.67086
34 C 3.35058 0.97335 -1.35331
35 C -7.51355 -0.88985 2.71659
36 C 6.28929 -5.57751 -2.54693
37 C -0.42926 0.76810 3.41193
38 C -3.06740 3.10567 -1.83749
39 C 9.11334 -0.26803 -6.42248
40 C -3.83752 -4.98384 -0.62589
41 C 5.35405 -0.83884 -1.58822
42 C -7.62995 -1.89615 3.66316
43 C 7.65484 -2.14051 -6.64735
44 C 1.45992 -0.26269 4.42122
45 C 7.93128 -4.86679 -0.50735
46 C -1.63450 2.71937 -2.29551
47 C -4.46579 -4.03693 -1.41934
48 C -3.31997 4.50395 -2.50116
49 C 0.11389 3.46672 7.07566
50 C 8.28349 0.18799 -5.40946
51 C -2.45023 -3.23601 0.21062
52 C -4.03234 -2.72181 -1.34558
53 C 5.36356 0.26405 -2.42794
54 C -4.15154 2.18309 -2.48815
55 C -3.29814 3.51001 -0.36896
56 C -5.69121 -2.89746 2.70245
57 C -5.37717 1.79685 -1.66794
58 H 7.36426 -3.07377 -7.11000
59 H 4.29935 2.06657 -2.93790
60 H -2.28705 -5.27991 0.84225
61 H -4.39401 4.69741 -2.54995
62 H -2.88366 4.54303 -3.49879
63 H -1.74012 2.64135 -3.38261
64 H -0.92530 3.53638 -2.09664
65 H -0.19287 2.66479 -0.34920
66 H -2.80160 1.59553 0.53753
67 H -8.22879 -0.07462 2.69237
68 H -8.43355 -1.87381 4.38637
69 H 0.61084 3.81600 6.17643
70 H -1.66562 5.81253 -1.92972
71 H -2.22429 -0.04371 -2.38423
72 H 6.13731 -1.58428 -1.64077
73 H -3.61251 2.72919 1.63121
74 H 0.20885 3.69254 10.43970
75 H 8.58539 -4.54807 0.29691
76 H -4.94238 -3.67656 2.65491
77 H 8.50847 1.11375 -4.89013
78 H 6.40269 -7.58800 -1.79115
79 H -4.10885 0.49152 -0.49124
80 H -4.88396 -1.79271 1.04055
81 H -4.14584 -6.02083 -0.65571
82 H 6.41946 -3.48076 -3.01365
83 H -1.72958 2.14851 10.11446
84 H -0.12759 0.70810 5.52742
85 H 4.28821 -1.82211 -0.00253
86 H 5.99084 -2.10079 -5.28393
87 H 9.41502 -1.84940 -7.84759
88 H -0.51915 1.18339 0.19545
89 H 5.63237 -5.81048 -3.37394
90 H 1.47179 -0.40387 1.04524
91 H -4.50582 -1.95330 -1.95005
92 H -1.92333 2.94474 1.24168
93 H -1.36838 1.30825 3.48696
94 H -6.75605 -3.72763 4.37612
95 H -2.85858 5.39468 0.52639
96 H -3.26252 6.44813 -1.45952
97 H -4.52813 2.72902 -3.35685
98 H -2.37902 1.52482 7.80274
99 H 9.99035 0.29784 -6.70509
100 H -5.77320 -0.07927 -0.59905
101 H -0.39175 0.74998 -3.68845
102 H 2.03591 -0.54583 5.29320
103 H -5.40788 1.26472 0.43908
104 H -1.65097 -2.88029 0.85279
105 H -5.90456 2.69309 -1.33036
106 H -1.55673 4.63800 -0.07128
107 H 1.40256 4.54049 8.41370
108 H 6.15314 0.38319 -3.15888
109 H 2.52954 1.67117 -1.22736
110 H -3.68870 1.27756 -2.86980
111 H -5.27629 -4.30764 -2.08200
112 H -1.41106 -0.37324 -1.02103
113 H 0.73543 1.72672 -3.01646
114 H 2.83669 -1.10501 2.99123
115 H 7.91745 -6.92957 0.08426
116 H -4.34322 3.80560 -0.24021

The lowest unoccupied orbital energy is -2.60 eV. Its net charge is +1. Its calculated total energy is -2649.89036 hartree. For the frontier orbital gap, the calculation gives 8.056 eV. The calculation puts the relative energy (zero: lowest compared OMol25 entry of this formula, charge and spin) at 0.0 kJ/mol.